1.
Here is C5H6CuLiMgO4 as an isolated structure at a distorted geometry from OMol25. Energies are from wB97M-V/def2-TZVPD.

The geometry in XYZ format:
```
18
Properties=species:S:1:pos:R:3:forces:R:3
O 0.807227 -0.080298 -0.996393 -0.3333 -0.6106 -0.0288
C 1.845221 0.147127 -0.304478 0.3265 -0.6474 -0.2897
O 2.083418 1.322629 0.078867 0.1249 0.8597 -0.0628
Cu 0.303671 2.358342 -0.594806 -0.2460 -0.2985 0.3309
Li 3.676145 2.197017 0.381994 0.0788 0.0117 0.0620
O -1.569190 1.804144 -0.302947 0.1838 -0.3003 -0.2600
Mg -0.922369 -0.911865 -1.060204 -0.0290 0.7075 0.1288
C -2.174533 0.724550 -0.387157 -0.8360 0.4995 0.2900
O -3.455607 0.784028 -0.041898 1.0493 -0.0281 -0.2231
C -4.207381 -0.427457 -0.039990 -0.3186 -0.5413 -0.0832
H -5.191586 -0.181358 0.369444 0.3000 -0.0852 -0.1234
H -4.323940 -0.810918 -1.062458 -0.0443 0.1254 0.2122
H -3.727460 -1.181666 0.598620 -0.1527 0.1834 -0.0652
C 2.770795 -0.969820 -0.019360 -0.1629 -0.1631 0.3441
C 3.585406 -0.967868 1.037493 0.0402 -0.0111 -0.1620
H 2.648445 -1.853055 -0.648482 0.2093 0.3006 0.0866
H 4.238423 -1.815564 1.243855 -0.2058 0.2083 0.0174
H 3.613313 -0.137966 1.747899 0.0157 -0.2105 -0.1738
```
Forces are in eV/Å.

For the max |F|, the calculation gives 1.073 eV/A. Its multiplicity is 1. The energy above the lowest of the compared OMol25 structures with the same formula, charge and spin comes out at 0.00 kcal per mole. As for the total charge: +2. As for the HOMO energy: -16.189 eV.



2.
Here is an isolated molecule of C5H6F2 at a distorted geometry from OMol25. Energies are from wB97M-V/def2-TZVPD.

The geometry in XYZ format:
```
13
Properties=species:S:1:pos:R:3:forces:R:3
F -1.728486 1.630471 -0.399759 0.7666 0.0113 -0.0681
C -2.072438 0.273687 -0.025748 1.0836 2.9168 -2.4038
C -0.933834 -0.613645 -0.376181 5.5286 -0.1153 0.5796
F -1.307986 -1.836255 -0.823022 -0.1866 0.1314 0.1217
C 0.459527 -0.353086 -0.208722 -5.6043 -0.8926 -0.4300
C 1.870521 -0.700266 0.003090 -0.1246 -1.9844 2.2253
C 1.325929 0.644503 0.379722 -1.6473 -0.8530 3.6155
H -2.928440 0.249052 -0.677843 -0.6914 -1.5806 0.3614
H -2.221517 0.483514 0.985524 -0.7448 -0.9166 1.8270
H 2.317320 -1.476679 0.734141 -1.3111 1.2871 -1.1655
H 2.441721 -0.583286 -0.845421 1.3911 -0.1500 -1.8158
H 1.737530 1.372889 -0.194889 0.7125 2.4265 -1.4409
H 1.040156 0.909104 1.449109 0.8278 -0.2805 -1.4065
```
Forces are in eV/Å.

For the max |F|, the calculation gives 5.691 eV/A. Its multiplicity is 1. The energy above the lowest of the compared OMol25 structures with the same formula, charge and spin comes out at 50.75 kcal per mole. As for the HOMO energy: -9.047 eV.



3.
Here is an isolated molecule of C5H6F2O at a distorted geometry from OMol25. Energies are from wB97M-V/def2-TZVPD.

The geometry in XYZ format:
```
14
Properties=species:S:1:pos:R:3:forces:R:3
C -0.718363 1.079113 1.445304 1.1624 -1.3238 -3.0504
C -0.437103 0.477021 0.290903 2.6827 -1.2716 -1.5454
C -1.305276 -0.361169 -0.561883 -3.0862 -0.2885 -1.9167
C 1.028737 0.290625 -0.334352 -1.2146 2.3857 3.0994
F 1.086725 0.709382 -1.639046 -0.0810 -0.4918 0.7163
F 1.811036 1.167569 0.422081 0.2533 -0.7130 -0.8611
C 1.613766 -1.140376 -0.219458 -0.6971 1.6869 -0.2611
O 1.754572 -1.680281 0.839093 0.2003 -0.2064 -1.1974
H -0.056334 1.511428 2.103035 1.5377 0.9538 1.0206
H -1.715330 1.156292 1.595704 -3.0538 0.1032 1.1364
H -2.354226 -0.434256 -0.196899 0.7776 -0.3681 0.3484
H -0.929177 -1.373022 -0.834624 -0.0074 0.4495 0.9541
H -1.565082 -0.025701 -1.612386 0.9229 0.5522 0.9599
H 1.786061 -1.376624 -1.297466 0.6033 -1.4680 0.5968
```
Forces are in eV/Å.

For the max |F|, the calculation gives 4.096 eV/A. Its multiplicity is 1. The energy above the lowest of the compared OMol25 structures with the same formula, charge and spin comes out at 31.66 kcal per mole. As for the HOMO energy: -10.120 eV.



4.
Here is an isolated molecule of C5H6F2O at a distorted geometry from OMol25. Energies are from wB97M-V/def2-TZVPD.

The geometry in XYZ format:
```
14
Properties=species:S:1:pos:R:3:forces:R:3
C 0.778589 -1.194891 -0.054067 0.0585 -0.2633 1.9776
C -2.461732 0.082778 -0.437706 -1.0406 -0.0134 0.3682
C -0.115727 0.008628 0.107838 -0.6454 -0.6220 1.2169
C 0.461108 1.205937 0.878389 -0.9690 0.7448 -2.4933
C 0.532463 -0.303078 -1.191776 2.1522 0.3362 -0.0937
O -1.471573 -0.207271 0.373714 1.7151 -0.7749 0.4219
F 1.964625 -1.210528 0.698831 -0.4138 0.3933 -0.9452
F -3.589396 -0.143504 0.227052 -0.9083 0.2911 -0.8469
H 1.399105 0.870580 1.219951 1.2803 0.1763 0.5336
H -0.104883 1.725103 1.689803 0.0737 -0.9140 -0.9450
H 0.559687 1.819926 -0.063486 0.4439 0.7213 1.8164
H 1.426611 0.303302 -1.302266 -0.2095 0.4214 -0.5126
H 0.204059 -0.763244 -2.092379 -0.8552 0.0108 -0.4300
H 0.417060 -2.193737 -0.053892 -0.6818 -0.5077 -0.0679
```
Forces are in eV/Å.

For the max |F|, the calculation gives 2.777 eV/A. Its multiplicity is 3. The energy above the lowest of the compared OMol25 structures with the same formula, charge and spin comes out at 30.49 kcal per mole. As for the HOMO energy (spin up / spin down): -7.024 / -10.430 eV.



5.
Here is an isolated molecule of C5H6F4O at a distorted geometry from OMol25. Energies are from wB97M-V/def2-TZVPD.

The geometry in XYZ format:
```
16
Properties=species:S:1:pos:R:3:forces:R:3
C -0.083082 -1.413846 0.906430 -0.9333 0.0968 -0.8024
C 0.175258 -0.656914 -0.372941 -2.0995 1.3137 1.0930
C -0.907037 0.537633 -0.378048 2.4592 -0.4596 -1.1454
F -2.081896 0.107496 0.087346 -0.6903 -0.4143 0.2896
F -1.144659 1.001883 -1.642265 0.3179 -0.1036 0.5746
C -0.458386 1.736616 0.554572 -1.7505 -0.9206 -0.8809
F -0.174714 2.779990 -0.178405 0.8023 1.7993 -1.5536
F 0.642696 1.459105 1.260589 -0.0320 -0.3894 0.7816
C 1.446255 -0.612551 -1.077958 1.0656 2.9107 -0.0428
O 0.378872 -1.424081 -1.523702 -0.1498 0.1110 -0.6685
H 0.785289 -1.954582 1.118589 1.4157 -0.8294 0.7644
H -0.848602 -2.177163 0.643736 0.0769 0.7169 0.6732
H -0.342873 -0.717295 1.730095 -0.0040 -0.8579 -0.4393
H -1.371023 2.035170 1.084059 0.4854 -0.4317 1.0891
H 1.700256 0.433056 -1.638847 -0.5572 -2.9065 0.9369
H 2.283646 -1.134518 -0.573249 -0.4063 0.3645 -0.6695
```
Forces are in eV/Å.

For the max |F|, the calculation gives 3.104 eV/A. Its multiplicity is 1. The energy above the lowest of the compared OMol25 structures with the same formula, charge and spin comes out at 23.23 kcal per mole. As for the HOMO energy: -10.709 eV.



6.
Here is a 2-piece molecular cluster, C5H6F5NO overall at a distorted geometry from OMol25. Energies are from wB97M-V/def2-TZVPD.

The geometry in XYZ format:
```
18
Properties=species:S:1:pos:R:3:forces:R:3
C 0.202393 0.164433 1.046872 0.2287 -0.3377 -0.7660
C 0.954188 -1.556483 -0.626438 2.2107 0.8867 1.1523
C -0.872923 2.186875 1.514619 1.0977 1.1235 2.1045
C -0.317466 0.834124 -1.944535 -0.4544 0.6271 3.1504
C -1.757165 0.625623 -2.298326 -0.8377 -0.3728 -0.0609
N 0.668383 -0.753777 0.540361 -0.5780 -1.7448 0.1794
O -0.050949 1.022198 1.899310 -0.0458 0.0888 0.7723
F 0.490322 0.520297 -2.963550 0.4841 0.2022 -1.3990
F -0.120429 2.253531 -1.657068 -0.3784 -0.8158 -0.7239
F -1.920409 -0.613858 -2.816155 0.2831 0.0208 -0.1048
F -2.560103 0.597425 -1.150131 0.7304 0.7622 -1.0199
F -2.340685 1.468037 -3.192444 -0.0102 -0.0299 0.6131
H 0.206290 -1.287630 -1.348886 -0.1724 0.4648 -0.5819
H 1.011858 -2.636142 -0.451989 -0.0761 0.4355 0.4250
H 1.973531 -1.099068 -0.776901 -0.9014 -1.1365 -1.2059
H -0.521587 2.933664 2.344020 -1.1171 -1.1612 -1.8043
H -1.906273 1.846386 1.631648 0.2272 0.5476 -0.3969
H -0.490562 2.443223 0.536259 -0.6904 0.4393 -0.3334
```
Forces are in eV/Å.

For the max |F|, the calculation gives 3.244 eV/A. Its multiplicity is 1. As for the HOMO energy: -6.917 eV.



7.
Here is an isolated molecule of C5H6FN at a distorted geometry from OMol25. Energies are from wB97M-V/def2-TZVPD.

The geometry in XYZ format:
```
13
Properties=species:S:1:pos:R:3:forces:R:3
N -1.130527 1.529047 -0.466101 -0.0717 -0.7721 0.0350
C -0.259771 0.736623 0.390071 0.2428 -0.2715 0.7865
C 1.221703 0.987084 0.184586 -0.2875 -0.0744 -0.0360
C 1.821135 -0.169197 -0.121661 0.9921 0.1863 -0.1522
C 0.850587 -1.263176 -0.203766 -0.6972 0.2760 0.1353
C -0.341780 -0.732818 0.070944 0.2459 0.3599 -0.0354
F -1.536035 -1.331410 0.095794 0.0313 -0.1103 -0.0234
H -1.076862 2.491688 -0.222060 0.0720 0.8104 0.1706
H -2.093688 1.242380 -0.339327 -0.0253 -0.0206 -0.0254
H -0.447569 0.814794 1.510647 -0.0153 0.1064 -0.9190
H 1.672203 1.966084 0.291523 0.0086 -0.1578 -0.0008
H 2.899884 -0.303865 -0.304917 -0.7009 0.0988 0.1416
H 1.032790 -2.282810 -0.456346 0.2053 -0.4312 -0.0767
```
Forces are in eV/Å.

For the max |F|, the calculation gives 1.021 eV/A. Its multiplicity is 1. The energy above the lowest of the compared OMol25 structures with the same formula, charge and spin comes out at 23.43 kcal per mole. As for the HOMO energy: -8.554 eV.



8.
Here is an isolated molecule of C5H6FN at a distorted geometry from OMol25. Energies are from wB97M-V/def2-TZVPD.

The geometry in XYZ format:
```
13
Properties=species:S:1:pos:R:3:forces:R:3
N 1.669907 0.796920 0.412449 2.0743 -0.9217 2.2925
C 0.742916 -0.319119 0.114398 1.6783 -1.8857 -0.8666
C 0.458855 -0.621459 -1.378155 0.1854 -0.7867 -1.4425
C -0.886648 -0.711253 -1.538772 0.1184 0.1195 -2.8669
C -1.551620 -0.185739 -0.393756 -1.1139 3.3418 5.7520
C -0.565881 0.111818 0.564642 -0.7850 -1.7463 -2.9010
F -0.375593 0.675634 1.731448 -2.4030 0.7557 1.5356
H 2.643557 0.618753 0.092844 -1.0879 -0.1178 -0.2757
H 1.867095 0.831774 1.494199 -0.9740 -0.0304 -2.6567
H 0.881571 -1.417544 0.738717 0.1319 2.6579 -1.7487
H 1.089185 -0.688492 -2.337767 -0.3551 -0.2808 2.2505
H -1.418165 -0.976206 -2.554627 1.1607 0.6079 2.3169
H -2.557991 0.327079 -0.113679 1.3699 -1.7135 -1.3896
```
Forces are in eV/Å.

For the max |F|, the calculation gives 6.745 eV/A. Its multiplicity is 1. The energy above the lowest of the compared OMol25 structures with the same formula, charge and spin comes out at 72.17 kcal per mole. As for the HOMO energy: -8.166 eV.